Record 1
{"formula": "C42H52Cl2CrN4O4", "method": "wB97M-V/def2-TZVPD", "species": ["Cr", "O", "C", "C", "C", "C", "C", "C", "C", "O", "N", "N", "C", "C", "C", "C", "C", "C", "N", "H", "H", "H", "H", "H", "H", "H", "H", "H", "H", "C", "C", "C", "C", "C", "C", "C", "N", "C", "C", "C", "C", "C", "C", "O", "C", "C", "C", "C", "C", "C", "C", "C", "C", "O", "C", "C", "C", "C", "C", "C", "H", "H", "H", "H", "H", "H", "H", "H", "H", "H", "H", "H", "H", "H", "H", "H", "H", "H", "H", "H", "H", "H", "H", "H", "H", "H", "H", "H", "H", "H", "H", "H", "H", "H", "H", "H", "H", "H", "H", "H", "Cl", "C", "Cl", "H", "H"], "coordinates": [[1.255, -1.020, 0.987], [4.187, -5.580, 0.182], [5.096, -4.619, 0.423], [6.443, -5.002, 0.371], [7.466, -4.055, 0.581], [7.151, -2.753, 1.001], [5.834, -2.368, 1.075], [4.789, -3.263, 0.747], [3.394, -2.813, 0.670], [3.203, -1.598, 1.149], [2.402, -3.609, 0.228], [1.212, -2.950, 0.358], [0.134, -3.406, -0.185], [-1.221, -3.016, 0.112], [-2.207, -4.004, 0.064], [-3.268, -3.949, 0.914], [-3.475, -2.799, 1.709], [-2.652, -1.713, 1.610], [-1.547, -1.787, 0.778], [3.314, -5.121, 0.177], [6.654, -6.030, 0.108], [8.511, -4.341, 0.420], [8.002, -2.036, 1.144], [5.504, -1.387, 1.381], [0.194, -4.333, -0.733], [-2.040, -4.839, -0.641], [-3.963, -4.753, 1.065], [-4.350, -2.669, 2.320], [-2.815, -0.862, 2.266], [-2.732, 0.317, -5.555], [-2.733, 0.849, -4.057], [-2.564, 2.427, -4.186], [-4.076, 0.585, -3.355], [-1.574, 0.236, -3.266], [-1.769, -0.216, -1.946], [-0.682, -0.434, -1.084], [-0.824, -0.557, 0.384], [-1.179, 0.693, 1.081], [-2.335, 1.390, 0.869], [-2.679, 2.531, 1.627], [-1.785, 2.925, 2.640], [-0.510, 2.336, 2.750], [-0.209, 1.207, 1.957], [1.041, 0.688, 1.945], [0.587, 2.923, 3.653], [1.703, 3.513, 2.742], [-0.021, 4.009, 4.541], [1.139, 1.880, 4.684], [-4.018, 3.199, 1.441], [-4.554, 2.877, 0.025], [-3.891, 4.704, 1.719], [-5.032, 2.524, 2.445], [0.640, -0.297, -1.588], [1.643, -0.087, -0.746], [0.836, -0.164, -2.985], [-0.266, 0.231, -3.765], [2.218, -0.412, -3.597], [3.228, 0.647, -3.154], [2.144, -0.383, -5.143], [2.759, -1.801, -3.198], [-3.611, 0.721, -6.079], [-2.832, -0.767, -5.621], [-1.833, 0.644, -6.146], [-3.442, 2.816, -4.771], [-1.609, 2.701, -4.666], [-2.613, 2.928, -3.218], [-4.929, 0.898, -3.983], [-4.138, 1.092, -2.376], [-4.133, -0.513, -3.108], [-2.784, -0.379, -1.585], [-3.119, 0.978, 0.209], [-2.069, 3.671, 3.372], [1.286, 4.239, 2.008], [2.210, 2.716, 2.136], [2.506, 4.009, 3.339], [-0.440, 4.766, 3.885], [0.731, 4.488, 5.204], [-0.822, 3.556, 5.154], [1.541, 0.973, 4.207], [0.296, 1.561, 5.348], [1.909, 2.336, 5.347], [-3.884, 3.201, -0.778], [-5.508, 3.402, -0.139], [-4.798, 1.786, -0.080], [-3.191, 5.221, 1.040], [-3.612, 4.950, 2.774], [-4.901, 5.182, 1.620], [-5.050, 1.428, 2.296], [-6.058, 2.918, 2.278], [-4.783, 2.757, 3.499], [-0.110, 0.534, -4.802], [2.810, 1.654, -3.376], [4.192, 0.516, -3.692], [3.352, 0.533, -2.029], [1.969, 0.638, -5.537], [1.352, -1.016, -5.580], [3.102, -0.700, -5.548], [2.844, -1.899, -2.096], [3.736, -1.966, -3.656], [2.075, -2.638, -3.613], [2.907, -3.911, 4.773], [2.660, -2.216, 4.365], [1.037, -2.014, 3.498], [3.429, -1.856, 3.679], [2.612, -1.604, 5.289]], "forces_ev_per_a": [[1.2653, 2.0000, -0.7103], [-0.2017, 0.6546, 0.0202], [0.8564, 0.4470, 0.3441], [0.6734, 0.9598, 0.0047], [-0.8556, -0.6868, 0.0738], [1.3343, 0.2937, -0.4389], [-1.0069, -0.4526, -0.0784], [0.1696, -1.3607, -0.6339], [-0.6783, 0.9126, 0.9758], [-1.4406, -0.7724, -0.4572], [1.4842, 0.9434, 0.2444], [-0.4967, 1.3902, -0.0157], [-0.9919, -0.8124, 0.1714], [1.1125, 1.4648, 0.1588], [-0.0265, -0.6655, -0.4886], [-0.6112, 0.0331, 0.0874], [0.3867, 1.0832, -0.0977], [-0.0306, -0.9139, -0.0881], [-0.1683, 0.2931, 0.2419], [-0.1175, -0.3116, -0.1297], [0.1124, 0.0199, -0.0377], [-0.4177, 0.0459, 0.1915], [-1.1210, -0.6547, 0.0546], [0.2736, 0.2095, -0.1132], [0.1214, -0.2896, -0.2662], [-0.0367, 0.3344, 0.7968], [-0.1180, -0.3181, -0.4750], [-0.0441, -0.3089, 0.3246], [0.3318, 0.1460, -0.5947], [-0.1320, 0.5436, 0.3238], [0.3007, 0.6963, -1.1568], [-0.5719, -0.6682, -0.2513], [0.0799, -1.0058, 0.0770], [-0.2140, 0.1380, 0.9979], [0.1900, 0.0612, -0.1315], [-0.0173, 0.3461, -1.0653], [1.3412, -0.7342, -0.3165], [0.4774, -0.4993, 0.4226], [-1.8669, 0.3583, 0.1172], [0.9526, -0.9863, 0.1839], [0.6033, -0.8304, -0.5631], [-0.2645, -0.0306, 0.2228], [1.5571, -0.2350, -0.4592], [-0.9987, -0.6444, -0.0893], [0.3974, -0.3171, 0.6590], [0.5941, -0.3277, -0.3429], [0.1877, 0.2126, 0.0077], [-0.2981, -0.2612, 0.0480], [-0.5761, -0.8622, 0.3580], [-0.8237, 0.0967, 0.0991], [-1.1564, 0.8029, 0.3552], [-0.1062, 0.6921, -0.0538], [-0.7484, 0.8509, 0.5475], [-0.3935, -1.9421, 1.3118], [-0.4808, 0.0945, -0.5625], [0.4338, -0.4614, 0.4338], [-0.0026, -0.0999, -0.7572], [0.0298, 0.3030, 1.1130], [-0.3328, 0.5107, -0.1855], [-1.2668, -1.1117, -0.1430], [0.2105, 0.0661, 0.1411], [0.2280, -0.0553, 0.1889], [-0.7443, -0.3237, 0.7507], [0.9246, -0.2914, 0.2795], [-0.4948, -0.1404, 0.0774], [0.1254, -0.1721, 0.1580], [0.3761, -0.2189, 0.3070], [0.0430, 0.0673, -0.5149], [-0.3509, 0.9178, -0.5129], [0.3300, 0.2014, 0.1245], [0.8594, 0.2453, 0.2224], [0.0213, 0.0854, -0.4031], [0.1838, -0.3275, 0.6151], [-0.5929, 0.6082, 0.6277], [-0.6812, -0.2167, -0.2800], [-0.1417, 0.4124, 0.2279], [-0.4070, -0.4083, -0.4310], [0.3066, 0.4093, -0.1290], [-0.0422, 0.4423, 0.1085], [0.5922, 0.2071, -0.4772], [-0.4171, -0.2008, -0.5608], [0.1040, -0.2032, 0.1443], [0.2266, -0.0748, 0.1224], [0.2934, 1.0302, 0.0282], [-0.2526, -0.3420, 0.2440], [0.0141, -0.4505, -0.8322], [0.7502, -0.3266, -0.1877], [0.0568, 0.5168, 0.1054], [0.5228, -0.2406, -0.0068], [0.0649, -0.2346, -0.5187], [0.0271, -0.1967, 0.3475], [0.4288, -0.4892, 0.1908], [-0.5108, 0.0979, 0.4079], [0.1614, 0.4077, -1.5010], [0.0754, -0.3714, 0.3000], [0.3170, 0.0263, 0.3512], [0.0896, -0.1081, -0.0286], [-0.0541, -0.0320, -0.6435], [0.0402, 0.1010, 0.1291], [0.9279, 1.2542, 0.7833], [0.0472, 0.3508, -0.1022], [-0.5016, 0.4214, 0.0892], [0.5546, -0.1291, 0.5307], [-0.2358, -0.1842, 0.0100], [-0.1284, -0.5042, -0.7486]], "lowdin_spin": [2.968, 0.003, 0.007, -0.002, 0.009, 0.000, 0.007, -0.002, 0.039, 0.024, 0.015, 0.152, 0.038, 0.190, 0.013, 0.142, 0.050, 0.086, 0.191, 0.001, 0.000, 0.001, 0.000, 0.000, 0.000, -0.001, 0.007, 0.001, 0.006, 0.000, 0.000, 0.000, 0.000, 0.000, 0.001, 0.013, 0.006, 0.005, 0.000, 0.004, -0.001, 0.001, 0.002, 0.031, 0.000, 0.001, 0.000, 0.000, 0.000, 0.000, 0.000, 0.000, 0.003, -0.019, -0.001, -0.001, 0.000, 0.000, 0.000, 0.000, 0.000, 0.000, 0.000, 0.000, 0.000, 0.000, 0.000, 0.000, 0.000, 0.000, 0.000, 0.000, 0.000, 0.000, 0.000, 0.000, 0.000, 0.000, 0.000, 0.000, 0.000, 0.000, 0.000, 0.000, 0.000, 0.000, 0.000, 0.000, 0.000, 0.000, 0.000, 0.000, 0.000, 0.000, 0.000, 0.000, 0.000, 0.000, 0.000, 0.000, 0.000, 0.002, 0.005, 0.000, 0.000], "homo_ev": [-6.764, -7.592], "relative_energy_ev": 3.972, "lumo_ev": [-0.287, -1.215], "multiplicity": 5, "s_squared": 6.0645, "gap_ha": [0.238, 0.234]}



Record 2
{"formula": "C42H53BaN12O3S3", "method": "wB97M-V/def2-TZVPD", "species": ["Ba", "C", "S", "C", "S", "N", "N", "C", "C", "C", "C", "C", "C", "N", "H", "H", "H", "H", "H", "H", "H", "H", "C", "C", "C", "C", "C", "C", "C", "C", "C", "C", "N", "C", "C", "C", "C", "C", "N", "H", "H", "H", "H", "H", "H", "H", "H", "H", "H", "H", "H", "H", "H", "H", "H", "H", "C", "N", "C", "C", "N", "C", "C", "N", "C", "C", "N", "C", "N", "C", "C", "C", "N", "C", "H", "H", "H", "H", "H", "H", "H", "H", "H", "H", "H", "H", "H", "H", "H", "H", "H", "H", "H", "H", "H", "H", "H", "H", "O", "S", "O", "N", "C", "O", "C", "C", "C", "C", "C", "C", "H", "H", "H", "H"], "coordinates": [[0.306, -0.927, 0.820], [6.218, -2.867, 1.450], [5.853, -2.132, -0.149], [4.206, -1.482, 0.053], [3.371, -1.653, 1.514], [3.893, -0.845, -1.053], [2.641, -0.290, -1.064], [2.484, 0.553, -2.011], [1.214, 1.226, -2.288], [1.165, 2.114, -3.363], [-0.022, 2.759, -3.654], [-1.128, 2.500, -2.865], [-0.991, 1.598, -1.819], [0.139, 0.962, -1.531], [7.221, -3.285, 1.353], [5.506, -3.653, 1.690], [6.199, -2.120, 2.240], [3.327, 0.785, -2.665], [2.065, 2.303, -3.933], [-0.077, 3.465, -4.474], [-2.079, 2.986, -3.039], [-1.833, 1.373, -1.175], [-0.528, 5.265, 1.178], [-0.347, 4.366, -0.048], [1.094, 4.200, -0.465], [1.621, 5.034, -1.443], [2.943, 4.924, -1.847], [3.756, 3.975, -1.250], [3.271, 3.123, -0.262], [4.191, 2.132, 0.405], [4.948, 2.748, 1.583], [1.924, 3.226, 0.121], [1.395, 2.290, 1.034], [1.497, 2.560, 2.289], [1.095, 1.719, 3.363], [1.063, 2.103, 4.713], [0.616, 0.987, 5.420], [0.420, -0.016, 4.457], [0.695, 0.415, 3.217], [-1.587, 5.403, 1.409], [-0.088, 6.249, 1.002], [-0.047, 4.835, 2.057], [-0.898, 4.803, -0.886], [-0.787, 3.390, 0.147], [0.973, 5.775, -1.903], [3.336, 5.573, -2.620], [4.795, 3.882, -1.551], [4.905, 1.747, -0.328], [3.618, 1.275, 0.761], [5.532, 3.616, 1.268], [5.626, 2.016, 2.024], [4.257, 3.074, 2.362], [1.926, 3.520, 2.605], [1.338, 3.071, 5.107], [0.468, 0.895, 6.485], [0.087, -1.032, 4.626], [-1.848, 1.802, 2.048], [-3.048, 1.728, 1.240], [-4.211, 2.470, 1.682], [-5.377, 1.759, 0.990], [-4.742, 0.683, 0.245], [-5.630, -0.338, -0.261], [-3.411, 0.543, 0.630], [-2.559, -0.395, 0.452], [-2.903, -1.645, -0.209], [-2.728, -1.575, -1.730], [-1.416, -2.079, -2.064], [-0.802, -1.792, -3.140], [0.419, -2.350, -3.448], [1.207, -3.060, -2.463], [1.073, -1.594, -4.491], [-0.123, -1.008, -5.223], [-1.145, -0.911, -4.184], [-2.492, -0.911, -4.723], [-1.759, 2.817, 2.435], [-0.957, 1.626, 1.448], [-1.859, 1.102, 2.888], [-4.132, 3.521, 1.394], [-4.309, 2.428, 2.772], [-5.931, 2.415, 0.313], [-6.088, 1.355, 1.720], [-6.536, 0.162, -0.609], [-5.918, -1.072, 0.500], [-5.200, -0.858, -1.112], [-3.884, -2.016, 0.082], [-2.205, -2.411, 0.133], [-2.894, -0.536, -2.045], [-3.505, -2.194, -2.205], [0.542, -3.568, -1.772], [1.860, -2.392, -1.895], [1.833, -3.794, -2.974], [1.679, -2.242, -5.126], [1.723, -0.813, -4.078], [-0.457, -1.692, -6.016], [0.077, -0.030, -5.663], [-2.565, -0.111, -5.461], [-3.238, -0.728, -3.958], [-2.727, -1.861, -5.225], [-1.561, -3.350, 4.645], [-1.873, -3.672, 3.278], [-3.227, -3.428, 2.842], [-0.807, -3.040, 2.248], [-0.167, -3.974, 1.517], [0.596, -3.706, 0.585], [-0.504, -5.376, 1.942], [0.008, -6.566, 1.458], [-0.463, -7.751, 2.010], [-1.424, -7.736, 3.018], [-1.938, -6.536, 3.499], [-1.456, -5.371, 2.940], [0.755, -6.553, 0.675], [-0.078, -8.699, 1.657], [-1.773, -8.672, 3.436], [-2.684, -6.517, 4.283]], "forces_ev_per_a": [[0.5404, 0.5566, -0.2897], [-0.0568, -0.0352, -0.0247], [-0.0060, -0.0039, -0.0348], [0.0395, 0.1079, 0.1188], [0.0650, 0.0083, -0.0426], [-0.0516, -0.0033, 0.0158], [-0.1020, -0.0685, -0.0570], [0.0036, -0.0251, 0.0098], [0.0132, -0.0367, -0.0089], [-0.0297, 0.0198, 0.0221], [0.0324, -0.0024, -0.0040], [-0.0102, -0.0009, -0.0160], [-0.0236, -0.0334, -0.0073], [-0.0472, -0.0516, -0.0380], [-0.0030, -0.0019, 0.0120], [0.0142, -0.0036, 0.0037], [-0.0010, 0.0161, 0.0002], [-0.0075, 0.0139, -0.0048], [0.0012, 0.0093, -0.0090], [0.0015, -0.0069, -0.0023], [0.0000, -0.0044, 0.0046], [0.0134, -0.0015, -0.0027], [0.0224, -0.0205, -0.0370], [-0.0007, 0.0707, -0.0131], [0.0488, -0.1223, 0.0583], [0.0213, 0.0327, -0.0024], [-0.0179, 0.0287, -0.0208], [0.0277, -0.0467, 0.0095], [0.0030, -0.0070, 0.0210], [-0.0031, 0.0060, -0.0054], [-0.0087, -0.0079, -0.0176], [-0.0970, 0.0092, -0.0681], [-0.0421, 0.0115, 0.1617], [0.0036, 0.0066, -0.0575], [0.0566, 0.0710, 0.0101], [-0.0143, -0.0579, 0.0542], [0.0438, 0.0287, -0.0194], [-0.1223, -0.0877, -0.0238], [-0.0474, -0.0394, 0.0189], [-0.0063, -0.0072, -0.0064], [0.0065, -0.0034, 0.0115], [0.0343, -0.0241, 0.0324], [-0.0015, -0.0379, -0.0023], [-0.0027, -0.0264, 0.0341], [0.0019, 0.0011, -0.0015], [-0.0028, 0.0047, 0.0017], [-0.0001, -0.0008, -0.0030], [-0.0182, 0.0189, -0.0033], [0.0077, -0.0002, 0.0001], [0.0037, 0.0023, -0.0031], [-0.0004, -0.0034, 0.0012], [0.0010, -0.0011, 0.0096], [-0.0158, 0.0354, -0.0117], [0.0081, 0.0021, -0.0101], [-0.0022, -0.0119, 0.0000], [-0.0146, 0.0009, -0.0006], [0.0084, -0.0039, -0.0085], [-0.0154, 0.0258, 0.0183], [0.0123, 0.0051, -0.0117], [0.0056, -0.0116, -0.0019], [0.0097, -0.0415, 0.0547], [0.0035, 0.0271, -0.0114], [-0.0331, -0.0274, -0.0580], [0.0313, 0.0272, 0.0640], [-0.0195, -0.0457, 0.0690], [-0.0543, -0.0229, 0.0698], [0.0230, 0.0043, 0.1146], [0.1082, -0.0116, -0.2038], [-0.0025, 0.0512, 0.0010], [-0.0060, -0.0228, 0.0263], [0.0139, 0.0201, 0.0007], [0.0033, 0.0273, 0.0084], [-0.0099, -0.0302, -0.0108], [-0.0380, 0.0395, 0.0003], [0.0082, -0.0021, 0.0188], [-0.0597, -0.0023, 0.0051], [-0.0041, -0.0165, -0.0175], [-0.0075, 0.0023, 0.0085], [-0.0002, -0.0031, 0.0019], [0.0070, 0.0045, -0.0082], [-0.0098, 0.0096, -0.0026], [-0.0003, -0.0016, -0.0030], [0.0000, -0.0026, -0.0008], [0.0105, -0.0087, -0.0031], [-0.0239, 0.0121, -0.0093], [-0.0471, -0.0026, 0.1165], [0.0330, -0.0147, 0.0201], [0.0183, 0.0258, 0.0019], [0.0116, -0.0064, -0.0117], [-0.0196, -0.0283, -0.0186], [0.0019, -0.0020, 0.0008], [-0.0027, 0.0027, 0.0017], [-0.0146, -0.0199, -0.0209], [-0.0024, 0.0031, -0.0086], [-0.0042, -0.0091, 0.0011], [-0.0001, 0.0033, -0.0048], [0.0527, -0.0122, -0.0747], [-0.0035, -0.0012, -0.0092], [-0.0005, -0.0103, 0.0105], [0.0085, -0.0696, -0.0147], [-0.0088, -0.0062, 0.0149], [-0.0995, -0.0654, 0.0117], [-0.1771, 0.0537, 0.1158], [0.0290, -0.1325, 0.0121], [0.0008, 0.0207, -0.0140], [0.0042, -0.0113, -0.0020], [0.0045, 0.0099, -0.0023], [-0.0029, 0.0074, 0.0047], [-0.0011, -0.0085, -0.0022], [-0.0006, -0.0053, 0.0013], [0.0013, 0.0006, -0.0005], [0.0007, -0.0009, 0.0007], [0.0003, -0.0020, -0.0029], [-0.0009, 0.0028, -0.0003]], "mulliken_charge": [-0.198, -0.773, -0.111, 0.273, -0.159, -1.491, 2.070, -2.608, 1.988, -1.068, -1.077, -1.031, -0.525, 2.443, 0.351, 0.238, 0.233, 0.208, 0.461, 0.357, 0.502, -0.367, -1.408, 0.531, 0.824, -0.344, -1.169, -0.589, 0.320, -0.131, -1.515, -0.574, 1.825, 0.031, -1.272, -1.058, -1.014, -0.798, 0.908, 0.371, 0.391, 0.204, 0.699, -1.186, 0.412, 0.390, 0.464, 0.720, -0.552, 0.383, 0.428, 0.238, 0.642, 0.491, 0.435, 0.389, -1.327, 0.716, -0.624, -0.741, 0.137, -0.936, -0.627, 0.680, -1.360, -0.009, -0.293, 0.274, -0.074, -1.021, -0.096, -0.995, 0.553, -1.171, 0.591, -0.548, 0.829, 0.276, 0.360, 0.356, 0.365, 0.343, 0.308, 0.291, 0.104, 0.045, 0.334, 0.546, 0.406, 0.177, 0.338, 0.542, -0.162, 0.414, 0.386, 0.346, 0.348, 0.376, -0.710, 1.140, -0.681, -0.441, 1.177, -0.551, -0.227, -0.409, -0.595, -0.439, -0.700, 0.029, 0.530, 0.376, 0.385, 0.454], "homo_ev": -4.453, "relative_energy_ev": 0.000, "lumo_ev": 2.018, "charge": -1, "gap_ha": 0.238}